Density functional theory data (ωB97M-V/def2-TZVPD) for 6 unconnected molecules or ions with the total composition C3H21N2O5 at a distorted geometry.

Calculated values
**LUMO energy**: -2.51 eV
**Gap between HOMO and LUMO**: 10.18 eV

Structure (ORCA input):
```
! RIJCOSX wB97M-V def2-TZVPD def2/J DEFGRID3
* xyz 1 1
O 1.695 0.912 2.031
O -0.791 0.961 2.897
O 3.272 0.104 0.261
O -1.892 2.449 0.854
O 1.462 1.192 -1.409
N -1.888 0.674 -1.136
N 0.203 -1.214 -1.240
C 0.689 -1.991 0.042
C -2.278 -0.775 -1.047
C -1.159 -1.599 -1.717
H 1.779 -2.026 0.064
H 3.625 -0.778 0.467
H -2.246 1.203 -0.330
H -2.302 1.003 -1.910
H -1.412 -2.650 -1.424
H 1.714 0.654 1.271
H -0.041 0.660 2.332
H 1.747 0.737 -0.718
H -1.357 2.135 1.699
H 3.984 0.415 -0.274
H 0.097 -1.463 0.841
H 2.171 0.773 2.792
H -2.256 -1.147 -0.049
H -1.192 -1.564 -2.820
H -0.457 0.946 3.804
H 0.884 -1.066 -1.935
H -3.258 -0.885 -1.534
H 0.403 -3.082 0.023
H 2.058 1.737 -1.821
H -0.799 0.667 -1.144
H -2.455 3.018 1.133
*
```

Listed below, in e, are the Löwdin charges computed for each atom: number 1, O, carries 0.102; number 2, O, carries -0.079; number 3, O, carries -0.032; number 4, O, carries -0.011; number 5, O, carries 0.035; number 6, N, carries 0.187; number 7, N, carries -0.118; number 8, C, carries -0.039; number 9, C, carries -0.120; number 10, C, carries -0.207; number 11, H, carries 0.057; number 12, H, carries 0.084; number 13, H, carries 0.101; number 14, H, carries 0.102; number 15, H, carries 0.123; number 16, H, carries -0.148; number 17, H, carries 0.012; number 18, H, carries -0.089; number 19, H, carries 0.094; number 20, H, carries 0.068; number 21, H, carries 0.081; number 22, H, carries 0.058; number 23, H, carries 0.112; number 24, H, carries 0.127; number 25, H, carries 0.069; number 26, H, carries 0.075; number 27, H, carries 0.140; number 28, H, carries 0.088; number 29, H, carries 0.023; number 30, H, carries 0.160; number 31, H, carries -0.056

***

Density functional theory data (ωB97M-V/def2-TZVPD) for a molecular structure, C8H21ClIO2P2Pm at a distorted geometry.

Calculated values
**LUMO energy (alpha / beta)**: -7.35 / -6.90 eV
**Gap between HOMO and LUMO (alpha / beta)**: 7.55 / 8.01 eV

Structure (ORCA input):
```
! RIJCOSX wB97M-V def2-TZVPD def2/J DEFGRID3
* xyz 2 5
Pm 0.515 -1.882 -0.494
I -2.092 -1.129 -2.213
Cl 2.449 -0.274 -0.866
P 1.715 -2.440 2.202
P -1.388 2.515 -1.758
O -2.907 -0.865 0.979
O 0.648 -1.438 1.727
C 1.087 -3.458 3.536
C -3.009 2.186 -2.435
C -0.070 1.685 -2.627
C 3.184 -1.549 2.700
C -1.882 -1.170 0.534
C 2.093 -3.538 0.780
C -1.601 2.271 -0.003
C -1.118 4.253 -2.028
H -3.137 2.802 -3.340
H -3.098 1.110 -2.687
H 1.218 -4.044 0.337
H -1.385 4.465 -3.079
H 0.851 1.598 -2.027
H 1.140 -2.940 4.506
H -0.903 2.946 0.518
H 0.044 -3.753 3.353
H 3.992 -2.256 2.913
H -3.764 2.435 -1.670
H 2.977 -0.968 3.608
H -0.382 0.663 -2.912
H 2.706 -4.358 1.147
H 3.482 -0.872 1.892
H -0.051 4.486 -1.846
H -2.632 2.580 0.251
H -1.765 4.855 -1.362
H 1.703 -4.365 3.601
H 0.122 2.246 -3.565
H -1.443 1.235 0.325
H 2.701 -3.032 0.003
*
```

Listed below, in e, are the Löwdin charges computed for each atom: number 1, Pm, carries 1.213; number 2, I, carries 0.476; number 3, Cl, carries -0.050; number 4, P, carries 0.599; number 5, P, carries 0.763; number 6, O, carries 0.053; number 7, O, carries -0.548; number 8, C, carries -0.131; number 9, C, carries -0.219; number 10, C, carries -0.246; number 11, C, carries -0.130; number 12, C, carries -0.358; number 13, C, carries -0.245; number 14, C, carries -0.166; number 15, C, carries -0.184; number 16, H, carries 0.078; number 17, H, carries -0.084; number 18, H, carries 0.050; number 19, H, carries 0.080; number 20, H, carries 0.009; number 21, H, carries 0.089; number 22, H, carries 0.079; number 23, H, carries 0.081; number 24, H, carries 0.084; number 25, H, carries 0.079; number 26, H, carries 0.090; number 27, H, carries -0.084; number 28, H, carries 0.098; number 29, H, carries 0.048; number 30, H, carries 0.082; number 31, H, carries 0.086; number 32, H, carries 0.086; number 33, H, carries 0.080; number 34, H, carries 0.090; number 35, H, carries 0.014; number 36, H, carries 0.037

***

Density functional theory data (ωB97M-V/def2-TZVPD) for 3 unconnected molecules or ions with the total composition C3H7O2.

Calculated values
**LUMO energy (alpha / beta)**: 0.61 / -1.57 eV
**Gap between HOMO and LUMO (alpha / beta)**: 10.48 / 8.31 eV

Structure (ORCA input):
```
! RIJCOSX wB97M-V def2-TZVPD def2/J DEFGRID3
* xyz 0 2
O 2.557 -0.126 -0.325
O 0.010 -0.469 -3.230
C 2.039 0.260 0.700
C 0.466 -0.013 -2.221
C 1.226 -0.488 1.644
H -5.859 0.152 1.251
H 0.846 1.018 -2.103
H 0.520 -0.614 -1.304
H 0.255 -0.910 1.428
H 1.356 -0.170 2.673
H -5.554 0.013 0.584
H 2.138 1.348 0.905
*
```

Listed below, in e, are the Löwdin charges computed for each atom: number 1, O, carries 0.006; number 2, O, carries 0.007; number 3, C, carries -0.362; number 4, C, carries -0.153; number 5, C, carries 0.118; number 6, H, carries 0.000; number 7, H, carries 0.085; number 8, H, carries 0.056; number 9, H, carries 0.063; number 10, H, carries 0.057; number 11, H, carries 0.000; number 12, H, carries 0.121

***

Quick rundown of ΔE to the lowest compared entry with this formula, charge and spin, same order as above: 84.0 28.7 53.4 kcal per mole
Quick rundown of DFT total energy, same order as above: -612.26260 -2516.47129 -268.82407 a.u.